No. 1
The following is a quantum chemistry calculation of a 2-piece molecular cluster, C3H11NO overall in a non-equilibrium geometry, from the Open Molecules 2025 dataset.

Each line ends with the Löwdin charge.
CARTESIAN COORDINATES (ANGSTROEM)
N (1.78038, 0.01312, -1.30680)  -0.014
C (1.78959, -0.00622, 0.18574)  -0.405
O (3.07383, 0.06576, 0.72047)  -0.092
H (2.27318, 0.94281, -1.60489)  0.109
H (2.23272, -0.87857, -1.60108)  0.073
H (1.23095, 0.99643, 0.66682)  0.145
H (1.15674, -0.82143, 0.50714)  0.082
H (3.20884, -0.57463, 1.46682)  0.108
C (-2.05361, -0.49876, -0.37373)  -0.212
C (-2.14330, 0.60341, 0.59543)  -0.206
H (-2.95293, -1.12871, -0.36513)  0.055
H (-1.23072, -1.30856, -0.02654)  0.105
H (-1.92204, -0.24222, -1.40603)  0.052
H (-1.12538, 1.11453, 0.65331)  0.063
H (-2.82072, 1.44851, 0.31645)  0.075
H (-2.49752, 0.27452, 1.57201)  0.063

Values from the calculation:
Highest occupied orbital energy, Ha: -0.3594
LUMO level, eV: 0.813
SMILES: NCO.CC
Frontier orbital gap, eV: 10.5917
Energy above the lowest of the compared OMol25 structures with the same formula, charge and spin, kJ/mol: 156.0
Net charge: 0

---

No. 2
The following is a quantum chemistry calculation of one molecule with the formula C3H5NS in a non-equilibrium geometry, from the Open Molecules 2025 dataset.

Each line ends with the Löwdin charge.
CARTESIAN COORDINATES (ANGSTROEM)
C (0.97722, -0.00199, -0.03855)  -0.965
C (0.39810, -1.20172, -0.11793)  -0.070
C (-1.18968, 0.78424, 0.29507)  0.099
N (0.01510, 0.99346, -0.19843)  0.016
S (2.67438, 0.05450, -0.00017)  0.450
H (-0.63365, -1.34247, -0.27608)  0.036
H (0.91226, -2.09938, 0.17037)  0.063
H (-2.11882, 1.07992, -0.05704)  0.073
H (-1.20940, -0.10643, 1.00441)  0.114
H (0.17449, 1.83987, -0.78165)  0.182

Values from the calculation:
Highest occupied orbital energy (spin up / spin down), Ha: -0.2625 / -0.2534
LUMO level (spin up / spin down), eV: -1.206 / -1.558
Frontier orbital gap (spin up / spin down), eV: 5.9381 / 5.3364
Energy above the lowest of the compared OMol25 structures with the same formula, charge and spin, kJ/mol: 307.2
Net charge: 0

---

No. 3
The following is a quantum chemistry calculation of one molecule with the formula C4H8N2 in a non-equilibrium geometry, from the Open Molecules 2025 dataset.

Each line ends with the Löwdin charge.
CARTESIAN COORDINATES (ANGSTROEM)
C (1.43605, -0.21019, 0.74366)  -0.105
C (0.48610, 0.87158, -0.12288)  -0.237
N (-0.39144, 0.35218, -1.16082)  -0.093
C (-1.61969, -0.24109, -0.65768)  -0.212
C (-1.35577, -0.82269, 0.67530)  -0.194
N (-0.76351, -0.97251, 1.65757)  0.138
H (2.01619, -0.62859, -0.07462)  0.047
H (1.29170, -1.10394, 1.39588)  0.047
H (2.02761, 0.43818, 1.38657)  0.052
H (-0.11897, 1.61289, 0.43806)  0.114
H (1.26697, 1.44410, -0.63887)  0.098
H (0.12042, -0.28865, -1.75600)  0.108
H (-2.00797, -0.98287, -1.36035)  0.118
H (-2.38770, 0.53159, -0.52582)  0.118

Values from the calculation:
Highest occupied orbital energy, Ha: -0.3482
LUMO level, eV: 0.927
SMILES: CCNCC#N
Frontier orbital gap, eV: 10.4015
Energy above the lowest of the compared OMol25 structures with the same formula, charge and spin, kJ/mol: 200.4
Net charge: 0